{"formula": "C36H37BN3O3P2RhS", "method": "ωB97M-V with the def2-TZVPD basis set", "e_homo_ev": -12.848, "charge": 2, "largest_force_ev_per_a": 0.548, "gap_ev": 4.732, "symbols": ["C", "H", "H", "C", "H", "H", "O", "C", "C", "H", "C", "H", "H", "C", "C", "C", "C", "H", "P", "H", "C", "C", "H", "C", "C", "H", "S", "C", "H", "C", "C", "H", "H", "H", "H", "C", "H", "C", "P", "H", "C", "N", "C", "H", "C", "C", "H", "H", "C", "C", "C", "H", "H", "C", "Rh", "C", "C", "H", "H", "H", "H", "N", "H", "B", "C", "H", "H", "H", "C", "C", "C", "C", "C", "H", "C", "N", "H", "O", "H", "C", "H", "H", "O", "H"], "coordinates": [[2.5579, 1.4897, -2.5398], [-2.8489, 4.7183, 2.6612], [-4.0809, 3.9636, -2.7053], [-1.6623, 3.1096, 1.9177], [6.7629, 0.1318, -1.3537], [-1.9822, -0.3362, 3.1003], [-0.1845, 2.5885, -4.1386], [2.1027, -1.6348, 3.1501], [2.5711, 0.6256, 1.5911], [3.1253, -4.3206, -1.7687], [-1.5275, -2.6747, 4.8407], [0.0406, -1.4022, 2.6183], [-0.7971, -3.2236, 4.2432], [-3.9098, -2.7211, -2.3478], [1.5394, -3.6371, -0.5013], [-0.7467, 2.8240, 4.5302], [2.2111, -2.5404, -2.5398], [0.4630, 1.2253, 3.8068], [-0.9056, -0.4510, -1.0196], [-2.4371, -2.8095, -0.7961], [3.9518, 1.2827, -2.8498], [-4.4211, -1.9895, -3.4152], [-3.7209, -0.2343, 2.9638], [4.7751, 0.7395, -1.8532], [0.5666, -2.6710, -0.2967], [6.2349, 1.6819, -5.3148], [-3.1862, -2.8776, 4.1656], [-1.6807, 3.8025, 4.2175], [7.6876, 0.7436, -3.5570], [3.6243, -0.0041, 2.2367], [-2.1330, 3.9477, 2.9120], [-2.9825, 0.9360, 1.0266], [-2.3932, 0.7121, -3.2921], [-4.2028, 4.3547, -0.7283], [4.2155, -1.6202, 3.5140], [1.2836, 0.1093, 1.7130], [-1.2410, -1.6256, 4.9230], [-2.8333, -0.6655, 2.4979], [-0.1167, 0.9665, 1.0065], [4.3500, 0.4650, -0.8970], [-2.9193, -2.1868, 2.5206], [-1.8290, 2.1787, -1.2061], [0.4337, -1.6219, -1.2046], [-3.3263, -0.6616, 0.3933], [-2.8204, 2.7638, -1.3702], [2.3670, -3.5651, -1.6126], [-0.3823, 2.7218, 5.5431], [-5.2597, -2.3800, -3.9758], [-2.8398, -2.2328, -1.6213], [-2.6918, -0.1125, 1.0876], [-2.8026, -0.2573, -3.0415], [-0.0823, -2.7314, 0.5664], [-4.2804, -0.1993, -4.5897], [1.2410, -1.5752, -2.3419], [0.0420, 1.5705, -1.1981], [6.6343, 0.8915, -3.3585], [-0.7436, 2.1014, 2.2329], [-2.0082, -2.6344, 2.1054], [3.8384, 2.0393, -4.8724], [-2.0498, 4.4616, 4.9919], [-5.0171, 2.6634, -1.4794], [0.3545, 2.0894, -3.2739], [-4.3452, -3.6754, -2.0848], [-4.1610, 3.5083, -1.5902], [1.0467, -1.0173, 2.5025], [1.0954, -0.8083, -3.0957], [-2.0120, 3.2525, 0.9062], [-3.7566, -2.5270, 1.9075], [-0.2690, 1.9763, 3.5460], [3.3916, -1.1342, 3.0086], [-3.8709, -0.7654, -3.7648], [6.1152, 0.5472, -2.1130], [4.4750, 1.6222, -4.1051], [1.6455, -4.4499, 0.2045], [-2.2945, -0.9930, -1.9744], [-1.2758, -0.2894, 0.6145], [1.9216, -2.5021, 3.7712], [2.0525, 1.2275, -1.4328], [-1.5393, -3.1002, 5.8421], [5.8185, 1.4221, -4.3518], [2.7519, 1.5243, 1.0148], [4.6259, 0.3964, 2.1526], [1.8222, 1.9895, -3.5515], [2.8347, -2.5060, -3.4230]], "atomic_forces_ev_per_a": [[0.087, -0.118, 0.079], [0.000, 0.004, 0.006], [-0.021, 0.025, 0.011], [-0.032, -0.002, -0.068], [-0.004, -0.005, 0.002], [-0.060, 0.076, 0.053], [-0.108, -0.090, -0.138], [0.014, 0.002, -0.002], [0.000, 0.060, 0.021], [-0.003, -0.001, -0.005], [-0.014, 0.020, 0.007], [0.005, -0.012, -0.020], [0.000, -0.009, 0.001], [0.002, -0.013, 0.023], [0.015, -0.007, -0.020], [0.001, -0.004, -0.003], [-0.006, 0.017, -0.007], [0.010, -0.007, -0.016], [0.447, -0.261, 0.182], [0.018, -0.009, -0.011], [0.036, 0.026, 0.021], [-0.006, 0.003, -0.009], [-0.041, -0.050, -0.042], [-0.018, -0.043, 0.001], [0.073, 0.058, 0.065], [0.000, 0.003, 0.001], [0.025, -0.024, -0.005], [-0.007, -0.005, -0.018], [0.000, -0.003, -0.001], [0.010, 0.017, -0.007], [0.002, 0.002, 0.022], [0.061, 0.020, 0.012], [-0.024, -0.022, -0.009], [-0.024, 0.000, 0.006], [0.000, 0.005, 0.003], [-0.008, 0.028, -0.001], [0.002, 0.001, 0.002], [-0.001, 0.004, -0.018], [-0.320, -0.376, -0.051], [-0.003, 0.017, 0.006], [0.074, 0.012, 0.043], [0.262, 0.169, 0.124], [-0.224, -0.212, 0.005], [-0.052, 0.023, 0.023], [-0.133, -0.166, -0.097], [-0.012, -0.009, 0.021], [-0.007, 0.000, 0.002], [0.002, 0.000, -0.004], [0.043, -0.051, -0.107], [0.112, -0.278, 0.129], [-0.089, 0.006, 0.010], [-0.007, 0.026, 0.026], [0.005, 0.003, -0.001], [-0.039, -0.028, -0.070], [-0.144, 0.143, 0.216], [-0.003, -0.002, -0.003], [0.041, 0.161, -0.103], [-0.036, -0.007, -0.056], [0.000, 0.012, 0.003], [0.002, 0.003, -0.001], [-0.003, -0.013, 0.025], [0.284, 0.139, 0.117], [-0.007, 0.006, 0.005], [0.092, -0.030, 0.012], [0.020, -0.012, -0.038], [-0.005, 0.000, 0.014], [0.011, -0.027, 0.045], [-0.024, 0.004, 0.027], [-0.023, -0.019, 0.016], [-0.019, -0.011, 0.009], [0.010, 0.002, 0.012], [0.005, 0.001, -0.007], [-0.005, 0.006, 0.003], [0.003, 0.000, -0.002], [-0.005, 0.361, -0.126], [-0.005, 0.470, -0.090], [-0.001, -0.002, -0.003], [-0.091, 0.027, -0.057], [-0.001, -0.003, -0.001], [0.001, 0.001, -0.002], [0.009, -0.011, -0.019], [-0.002, 0.003, -0.005], [-0.155, -0.020, -0.168], [0.006, -0.001, 0.002]]}